72
Properties=species:S:1:pos:R:3:forces:R:3:mulliken_charge:R:1 method="wB97M-V/def2-TZVPD" gap_ev="2.42 / 4.05" fmax_ha_per_bohr=0.0540 homo_energy_ev="-16.05 / -16.03" e_above_lowest_kcal_mol=16.58 total_charge=+3
Tl 0.158 -0.062 0.289 -0.831 1.196 2.366 0.888
P -1.763 1.928 -0.235 0.017 0.073 -1.093 0.933
P -0.956 1.092 2.964 0.176 -0.089 0.626 0.714
P -2.067 -1.715 0.636 0.481 -0.633 -0.211 0.886
H 5.042 -3.475 -4.123 -0.392 0.222 -0.174 0.307
C 4.081 -3.762 -4.559 1.491 -1.863 1.393 -0.361
C 3.298 -2.966 -5.300 -1.492 1.263 -1.464 -0.251
H 3.554 -1.942 -5.589 0.071 -0.306 0.282 0.315
C -1.062 3.487 -0.886 0.168 -0.115 0.131 -1.353
C -3.203 2.550 0.723 0.228 -0.327 0.367 -1.244
C -2.545 1.226 -1.731 -0.149 0.068 -0.108 -1.052
C -0.054 0.030 4.152 -0.016 0.054 0.026 -1.317
C -0.436 2.750 3.554 0.050 0.022 -0.039 -1.218
C -2.651 1.033 3.679 -0.170 -0.188 -0.164 -1.276
C -2.071 -2.571 -0.985 -0.230 0.041 -0.053 -1.153
C -3.839 -1.499 1.002 -0.082 0.408 -0.078 -1.437
C -1.584 -3.049 1.787 0.016 0.167 -0.125 -1.319
H 3.833 -4.820 -4.422 -0.023 0.321 -0.129 0.326
H 2.358 -3.343 -5.704 0.408 0.029 -0.075 0.346
H -0.249 3.278 -1.593 -0.201 0.063 0.126 0.379
H -0.673 4.096 -0.065 -0.158 -0.083 -0.162 0.130
H -1.861 4.043 -1.396 0.208 -0.121 0.114 0.603
H -2.863 3.115 1.603 -0.150 -0.158 -0.311 0.315
H -3.829 1.712 1.058 0.141 0.298 -0.062 0.277
H -3.795 3.214 0.076 0.216 -0.213 0.088 0.532
H -1.835 0.563 -2.238 -0.168 0.188 -0.011 0.076
H -2.803 2.059 -2.398 -0.136 -0.336 0.034 0.553
H -3.453 0.661 -1.479 0.211 0.148 -0.108 0.372
H -0.303 0.353 5.170 0.199 -0.195 -0.121 0.493
H 1.025 0.129 3.980 -0.157 -0.098 0.112 0.273
H -0.344 -1.019 4.016 0.104 0.189 0.089 0.304
H -0.669 2.847 4.625 0.104 0.037 -0.315 0.524
H -0.977 3.526 2.997 0.177 -0.061 0.164 0.361
H 0.642 2.889 3.402 -0.305 -0.004 0.133 0.180
H -2.604 0.594 4.683 -0.103 0.190 -0.194 0.430
H -3.311 0.420 3.054 0.049 0.165 0.259 0.126
H -3.070 2.046 3.742 0.048 -0.298 0.021 0.477
H -2.867 -3.331 -0.934 0.351 0.093 -0.324 0.568
H -1.096 -3.048 -1.174 -0.328 0.108 0.133 0.091
H -2.280 -1.856 -1.798 -0.017 -0.338 0.274 0.325
H -4.376 -2.341 0.542 0.048 0.242 0.174 0.505
H -4.216 -0.552 0.584 -0.011 -0.409 0.191 0.269
H -3.993 -1.519 2.090 0.003 0.070 -0.386 0.438
H -2.057 -3.980 1.448 0.130 0.119 0.230 0.476
H -1.940 -2.798 2.795 0.188 -0.149 -0.220 0.410
H -0.492 -3.160 1.792 -0.280 -0.080 0.090 0.296
C 1.317 -1.153 -2.385 -0.917 1.589 -0.063 0.500
C 2.264 -1.844 -1.549 0.174 -0.674 0.682 -0.073
C 2.303 -3.228 -1.607 0.890 1.218 1.063 -0.686
C 1.524 -3.956 -2.524 0.782 -0.564 -0.274 -0.444
C 0.882 -3.268 -3.570 -0.126 0.955 -0.969 -0.625
C 0.865 -1.880 -3.541 -0.955 -0.236 -0.531 -0.569
O 0.809 0.003 -2.117 1.188 -2.222 -0.529 -0.563
H 1.396 -1.047 1.220 -0.735 0.469 -0.879 -0.130
H 2.880 -1.252 -0.854 -0.322 -0.545 -0.304 0.652
H 2.985 -3.705 -0.898 -0.386 -0.238 -0.303 0.571
H 1.504 -5.055 -2.493 -0.018 0.533 0.072 0.497
H 0.464 -3.821 -4.426 -0.009 0.317 0.613 0.592
H 0.420 -1.267 -4.326 -0.122 -0.345 0.114 0.526
C 1.898 4.052 1.032 -0.376 0.147 0.072 -1.403
P 1.853 2.234 0.771 1.205 0.157 -0.190 0.686
C 2.765 2.157 -0.820 0.009 -0.092 -0.107 -1.100
C 3.180 1.698 1.929 -0.251 -0.058 0.081 -1.246
H 1.192 4.557 0.369 0.243 -0.030 0.056 0.421
H 2.907 4.435 0.824 -0.236 -0.211 0.092 0.459
H 1.620 4.305 2.059 0.111 -0.026 -0.135 0.411
H 3.693 2.738 -0.709 -0.258 -0.246 -0.254 0.544
H 2.996 1.114 -1.097 0.044 0.432 0.151 0.165
H 2.141 2.576 -1.623 0.273 -0.029 0.163 0.248
H 2.870 1.893 2.967 0.173 -0.074 -0.299 0.336
H 4.103 2.258 1.714 -0.286 -0.206 0.114 0.471
H 3.367 0.621 1.819 0.023 0.262 0.068 0.243

---

12
Properties=species:S:1:pos:R:3:forces:R:3:mulliken_charge:R:1 method="wB97M-V/def2-TZVPD" smiles="O=[N+]([O-])[C@]12C[C@H]1C2" gap_ev=9.80 fmax_ha_per_bohr=0.0609 homo_energy_ev=-9.80 e_above_lowest_kcal_mol=140.63
O 2.975 -1.108 -0.069 0.443 0.701 0.071 -0.555
N 2.451 -0.005 -0.012 -0.812 -0.092 0.668 0.883
O 2.982 1.095 -0.026 0.374 -0.667 0.076 -0.554
C 1.021 -0.013 -0.011 -3.061 0.548 -0.372 0.064
C -0.001 1.142 -0.197 0.552 -2.165 0.297 -0.415
C -0.446 -0.017 0.625 2.840 -0.161 -0.920 -0.305
C 0.034 -1.109 -0.281 -0.967 1.110 -0.551 -0.386
H -0.430 1.184 -1.165 -0.412 0.292 -0.987 0.191
H 0.109 2.051 0.310 0.554 1.214 0.554 0.279
H -0.711 -0.107 1.631 -0.370 0.094 1.274 0.333
H 0.014 -2.102 0.086 0.832 -0.751 0.637 0.301
H -0.468 -1.057 -1.232 0.028 -0.122 -0.745 0.165

---

24
Properties=species:S:1:pos:R:3:forces:R:3:mulliken_charge:R:1 method="wB97M-V/def2-TZVPD" smiles="CN1C(=O)N[C@]2([NH3+])NC(=O)N[C@]12N" gap_ev=9.76 fmax_ha_per_bohr=0.1042 homo_energy_ev=-13.54 e_above_lowest_kcal_mol=0.00 total_charge=+1
C -1.863 0.223 -1.971 -1.026 1.555 0.422 -0.945
N -1.058 0.318 -0.787 -0.957 0.731 0.742 0.006
C -1.467 1.239 0.217 1.330 -2.232 -1.099 0.314
O -2.431 1.909 0.155 -0.833 1.147 0.616 -0.508
N -0.516 1.099 1.228 -2.047 1.016 1.243 -0.266
C 0.487 0.203 0.981 1.266 0.550 -1.146 -0.134
N 0.593 -0.836 2.155 0.321 -0.474 -2.076 -0.233
N 1.737 0.794 0.708 0.879 0.412 2.050 -0.212
C 2.212 0.618 -0.570 -2.814 -1.667 -0.598 0.298
O 3.140 1.104 -1.065 3.385 1.913 -0.986 -0.497
N 1.355 -0.253 -1.199 -2.446 -0.158 4.455 -0.285
C 0.009 -0.425 -0.399 5.216 -1.180 -0.334 0.974
N -0.162 -1.812 -0.210 -0.716 -0.182 1.529 -0.739
H -2.522 -0.624 -2.098 0.560 -0.907 0.048 0.355
H -2.603 0.968 -1.612 0.036 0.118 -1.535 0.382
H -1.321 0.530 -2.874 -0.341 -0.145 0.227 0.306
H -0.730 1.482 2.120 0.004 0.595 0.481 0.220
H 1.517 -1.332 2.200 -0.656 1.243 0.594 0.358
H 0.188 -0.405 2.963 0.513 0.058 1.176 0.314
H -0.044 -1.576 1.874 -0.781 -0.497 -0.317 0.424
H 2.119 1.587 1.246 -0.460 -0.719 -0.410 0.226
H 1.318 -0.311 -2.143 0.132 -0.048 -3.443 0.197
H -0.682 -2.244 -0.927 -0.447 -0.847 -0.782 0.249
H 0.722 -2.255 0.008 -0.117 -0.283 -0.856 0.195

---

50
Properties=species:S:1:pos:R:3:forces:R:3:mulliken_charge:R:1 method="wB97M-V/def2-TZVPD" smiles="CN(C)Cc1ccc(CNC(=O)COc2ccc3ccccc3c2)cc1" gap_ev=8.91 fmax_ha_per_bohr=0.0114 homo_energy_ev=-8.29 e_above_lowest_kcal_mol=35.01
C -6.969 -1.117 0.479 -0.028 -0.004 -0.077 -0.933
N -6.324 -1.564 -0.736 -0.018 -0.089 -0.025 0.100
C -6.459 -0.592 -1.799 -0.057 -0.034 0.049 -0.935
C -4.950 -2.009 -0.531 -0.093 -0.051 -0.028 -1.911
C -4.003 -0.928 -0.069 -0.016 -0.069 0.068 1.288
C -3.328 -0.133 -0.990 0.048 -0.002 0.065 -0.677
C -2.521 0.906 -0.570 -0.019 0.022 0.021 -0.412
C -2.367 1.177 0.784 -0.041 0.014 0.100 0.763
C -1.455 2.294 1.221 -0.059 0.128 -0.072 -1.358
N -0.074 1.988 0.905 -0.076 -0.254 0.385 -0.067
C 0.598 2.594 -0.084 0.455 -0.313 0.188 0.035
O 0.172 3.519 -0.743 0.026 0.227 -0.320 -0.678
C 2.010 2.049 -0.315 0.019 0.363 -0.342 -0.101
O 2.237 0.903 0.470 0.123 -0.179 0.081 -0.184
C 3.455 0.287 0.388 0.216 0.065 -0.133 0.606
C 3.589 -0.863 1.201 0.027 -0.082 0.051 -0.622
C 4.753 -1.569 1.216 -0.270 0.103 0.046 -0.989
C 5.852 -1.173 0.423 0.061 0.275 -0.237 0.756
C 7.070 -1.882 0.415 0.162 -0.015 -0.062 -0.651
C 8.113 -1.469 -0.366 -0.012 -0.213 0.169 -0.524
C 7.983 -0.330 -1.174 -0.099 0.192 -0.101 -0.490
C 6.813 0.378 -1.188 0.160 -0.005 -0.069 -0.857
C 5.719 -0.021 -0.394 0.086 -0.351 0.226 0.438
C 4.503 0.697 -0.394 -0.504 0.207 0.067 -0.281
C -3.026 0.379 1.707 0.052 0.146 -0.023 -0.759
C -3.838 -0.659 1.284 -0.004 -0.090 -0.125 -0.505
H -6.885 -1.895 1.236 -0.022 -0.007 0.107 0.286
H -6.546 -0.183 0.881 -0.024 -0.001 0.032 0.326
H -8.026 -0.953 0.270 -0.044 0.032 0.060 0.345
H -5.999 0.380 -1.563 -0.008 0.017 -0.035 0.327
H -6.002 -0.987 -2.705 0.025 0.040 -0.100 0.286
H -7.520 -0.432 -1.989 -0.018 0.058 -0.054 0.349
H -4.603 -2.426 -1.480 0.040 -0.031 0.075 0.476
H -4.982 -2.816 0.208 0.070 0.003 -0.059 0.480
H -3.433 -0.335 -2.046 -0.028 -0.030 -0.120 0.389
H -2.003 1.520 -1.293 0.074 0.080 -0.104 0.460
H -1.547 2.468 2.297 -0.046 0.035 -0.123 0.388
H -1.693 3.216 0.683 0.007 -0.087 0.176 0.423
H 0.348 1.180 1.338 0.031 0.076 -0.099 0.237
H 2.111 1.826 -1.385 -0.029 0.030 0.146 0.377
H 2.720 2.849 -0.063 -0.096 -0.102 -0.031 0.388
H 2.743 -1.157 1.803 -0.076 -0.058 0.076 0.423
H 4.850 -2.446 1.839 -0.019 -0.081 0.068 0.366
H 7.163 -2.759 1.040 0.025 -0.086 0.053 0.372
H 9.045 -2.016 -0.368 0.052 -0.061 0.023 0.379
H 8.815 -0.016 -1.786 0.039 0.050 -0.056 0.381
H 6.711 1.256 -1.810 0.001 0.080 -0.061 0.383
H 4.432 1.568 -1.026 -0.059 0.097 -0.047 0.402
H -2.909 0.571 2.764 0.028 0.036 0.108 0.330
H -4.342 -1.274 2.016 -0.067 -0.081 0.065 0.374